[1]
DFT (ωB97M-V/def2-TZVPD) results for C29H27N3O3 in the gas phase at a distorted geometry.

Last column: Mulliken charge in e.
Cartesian coordinates (Å):
C  -6.55003  -2.99593  0.61383  -0.8130
O  -5.11059  -2.91678  0.76766  -0.3807
C  -4.49223  -1.73856  1.06055  0.8560
C  -3.07075  -1.74078  1.07214  -0.7336
C  -2.37339  -0.53988  1.04978  -0.4014
C  -3.03806  0.68557  1.01504  0.2642
N  -2.29352  1.87821  0.91990  0.2020
C  -0.94474  2.04797  0.56980  0.1621
N  -0.62091  3.26972  1.03643  0.2968
C  0.68584  3.86655  1.15836  -1.0226
C  -1.72424  3.91737  1.58189  -0.7068
C  -2.76867  3.08519  1.46063  -0.3597
C  -4.42943  0.67577  1.28445  -0.7507
C  -5.16288  -0.51844  1.29581  -0.8900
H  -6.74813  -4.05753  0.46392  0.2473
H  -7.07868  -2.64513  1.50993  0.3201
H  -6.88973  -2.43415  -0.26638  0.3484
H  -2.52910  -2.68007  1.02300  0.5706
H  -1.28525  -0.54328  1.09617  0.9477
H  1.45708  3.09945  1.12191  0.3509
H  0.90182  4.62515  0.39022  0.2662
H  0.73162  4.34757  2.14694  0.5004
H  -1.66572  4.91468  1.97827  0.4859
H  -3.75794  3.17309  1.87112  0.3511
H  -4.98075  1.59475  1.47588  0.2176
H  -6.24240  -0.52446  1.41686  0.3189
O  -0.63726  -3.66300  0.11396  -0.6558
C  0.57381  -3.90446  -0.07657  0.3525
O  1.21309  -4.53569  -0.94531  -0.7438
C  1.53695  -3.23614  0.96644  -0.0981
C  2.85600  -3.99875  1.15491  -0.9687
C  3.84356  -3.16771  0.42642  0.5908
C  3.22392  -2.00020  -0.06866  0.2488
C  3.94255  -1.12564  -0.89428  -0.7821
C  5.28012  -1.43646  -1.17441  -0.6874
C  5.90165  -2.58287  -0.65865  -0.5195
C  5.17763  -3.44779  0.16457  -0.6331
N  1.88621  -1.98006  0.31399  0.1744
C  0.90903  -1.01036  0.07086  -1.3311
C  1.03298  0.33462  0.01144  -0.2391
C  -0.07454  1.34255  -0.39064  0.0798
C  0.59440  2.32467  -1.46177  -0.0575
C  -0.06806  2.56455  -2.66440  -0.3419
C  0.41315  3.50885  -3.59233  -0.6665
C  1.59794  4.20527  -3.33486  -0.4699
C  2.35273  3.84904  -2.21633  -0.8132
C  1.87921  2.85707  -1.33470  -0.1173
H  0.98816  -3.03863  1.88773  0.4185
H  3.09638  -4.06934  2.21951  0.2751
H  2.80575  -5.01380  0.74819  0.3577
H  3.44296  -0.25527  -1.32043  0.6011
H  5.85919  -0.77864  -1.81795  0.3806
H  6.94337  -2.81287  -0.89137  0.3488
H  5.60316  -4.35200  0.59282  0.4113
H  -0.08896  -1.43467  -0.08276  0.8480
H  2.04472  0.71119  -0.01415  0.4766
H  -0.81862  0.70742  -0.89829  0.9550
H  -0.97357  1.99527  -2.88816  0.4066
H  -0.16051  3.71621  -4.49972  0.3895
H  1.92071  5.01741  -3.99037  0.3966
H  3.31692  4.33970  -2.02145  0.3836
H  2.56605  2.52450  -0.54740  0.3825

For the total energy, the calculation gives -1511.15688 Eh. As for the frontier orbital gap: 5.507 eV. The value obtained for the LUMO energy is -0.680 eV. Its charge is 0.

[2]
DFT (ωB97M-V/def2-TZVPD) results for a molecular structure, C29H27N5O2PdS2.

Last column: Mulliken charge in e.
Cartesian coordinates (Å):
Pd  0.57039  -0.54258  -1.37258  0.0516
C  -1.74946  -2.99235  -4.15986  -1.2942
C  -0.89577  -2.84553  -2.93712  0.9888
N  -1.24703  -2.20177  -1.89269  0.1039
N  -2.49817  -1.61067  -1.94455  -0.8779
C  -2.49588  -0.33296  -1.98341  0.5049
S  -1.14784  0.78314  -2.08185  -0.2207
S  -4.10507  0.43960  -1.92770  -0.1044
C  -4.08285  1.32057  -3.52601  -1.3428
C  -4.35034  0.42930  -4.70334  0.7823
C  -3.32217  0.11811  -5.58495  -0.2410
C  -3.54595  -0.72429  -6.66633  -0.5150
C  -4.80548  -1.26265  -6.87644  -0.4350
C  -5.84029  -0.95419  -6.00109  -0.5499
C  -5.61256  -0.11612  -4.92271  -0.4446
C  0.50356  -3.33191  -2.99899  0.1175
C  0.81156  -4.68654  -3.04068  -0.2092
C  2.11961  -5.12056  -3.17570  -0.6768
C  3.13488  -4.17773  -3.29579  -0.3965
C  2.84884  -2.82600  -3.25712  -0.5837
C  1.53057  -2.37024  -3.10255  0.3488
O  1.30404  -1.05007  -3.09884  -0.9729
H  -2.80219  -3.08983  -3.89669  0.3717
H  -1.41710  -3.83850  -4.75850  0.5207
H  -1.64834  -2.08913  -4.76753  0.1586
H  -3.11349  1.80564  -3.62758  0.4738
H  -4.83407  2.10441  -3.42734  0.4732
H  -2.33770  0.54272  -5.42063  0.3069
H  -2.73396  -0.95951  -7.34298  0.3949
H  -4.98386  -1.91842  -7.71886  0.3896
H  -6.82633  -1.37192  -6.15983  0.3858
H  -6.41823  0.11055  -4.23373  0.3735
H  0.00520  -5.40755  -2.96522  0.4605
H  2.34605  -6.17807  -3.19652  0.3859
H  4.16139  -4.50139  -3.41703  0.3811
H  3.63070  -2.08382  -3.35436  0.4283
C  3.95448  2.86081  9.27381  -1.3657
C  3.59764  3.10694  7.83366  0.6764
C  3.20162  4.36223  7.38709  -0.6957
C  2.86250  4.58332  6.06185  -0.7066
C  2.92827  3.54831  5.13637  0.3404
N  2.61316  3.82530  3.78762  -0.0861
C  1.97289  3.05124  2.84745  0.2987
O  1.94788  3.36859  1.67714  -0.6804
N  1.34208  1.93159  3.35271  -0.1180
C  0.68308  0.94584  2.61757  0.1264
C  -0.06083  -0.00601  3.31073  -0.3745
C  -0.70474  -1.01348  2.62083  -0.9679
C  -0.59207  -1.06097  1.24409  -0.1680
N  0.12916  -0.15091  0.58554  -0.0917
C  0.74550  0.84346  1.22891  -0.0215
C  3.35461  2.29154  5.56275  -0.1936
C  3.66779  2.08106  6.89609  -0.5787
H  3.83427  3.76463  9.86929  0.3377
H  4.99000  2.53057  9.37039  0.3181
H  3.32251  2.08519  9.70896  0.3263
H  3.14442  5.18464  8.08993  0.2908
H  2.53907  5.56580  5.73998  0.3860
H  2.86743  4.72903  3.42231  0.2859
H  1.26237  1.86436  4.35475  0.2794
H  -0.13822  0.05400  4.39035  0.3762
H  -1.29544  -1.75401  3.14019  0.4145
H  -1.07485  -1.81677  0.63843  0.4931
H  1.27400  1.56906  0.63285  0.6383
H  3.47889  1.48783  4.84902  0.5293
H  3.99983  1.09701  7.20645  0.3935

For the total energy, the calculation gives -2469.81182 Eh. As for the frontier orbital gap (spin up / spin down): 7.041 / 7.042 eV. The value obtained for the LUMO energy (spin up / spin down) is -0.586 / -0.585 eV. Its charge is 0.

These records have ΔE to the lowest compared entry with this formula, charge and spin values of 5.083, 1.881 eV, in the order they appear.